Here is 6 unconnected molecules or ions with the total composition C21H46BrF4NO16S5 in a non-equilibrium geometry from the Open Molecules 2025 dataset. Energies are from wB97M-V/def2-TZVPD.

Calculated values
**Gap between HOMO and LUMO**: 10.56 eV
**LUMO**: 0.406 eV
**Multiplicity**: 1
**Energy**: -7050.73099 hartree
**Charge**: 0
**Highest occupied orbital energy**: -10.15 eV

Positions of all 94 atoms, in Å:
O -9.22891 -3.24438 0.94132
C -8.13645 -3.71303 0.70869
N -7.62986 -4.06544 -0.53610
C -6.42964 -4.89064 -0.44082
C -6.44943 -5.31844 1.03598
Br -7.88395 -6.67923 1.17370
C -7.01871 -4.06630 1.70261
C -5.96897 -2.97144 1.95307
F -4.71303 -3.46720 1.68256
F -5.97286 -2.62960 3.27284
C -6.04385 -1.66459 1.15910
F -5.80134 -1.89796 -0.15764
F -7.24990 -1.07344 1.30530
H -7.70231 -3.39259 -1.27592
H -5.52532 -4.39036 -0.76483
H -6.58557 -5.77832 -1.04206
H -5.54263 -5.71167 1.45356
H -7.35581 -4.33117 2.69688
H -5.27281 -0.98966 1.52700
O -5.21955 4.94491 0.61503
S -5.13716 3.86894 1.55238
O -4.53234 2.62741 1.16920
O -6.58502 3.57826 2.13662
C -7.65807 3.35942 1.19264
C -7.57309 1.99297 0.54545
C -4.39659 4.42977 3.04611
H -7.66282 4.15615 0.44755
H -8.57092 3.45238 1.77661
H -6.69849 1.91762 -0.10003
H -8.46029 1.80656 -0.05973
H -7.49407 1.21921 1.30238
H -4.87901 5.35374 3.35055
H -3.34349 4.59973 2.83373
H -4.50932 3.65858 3.80301
O 1.46232 -0.57443 0.75249
S 1.05432 0.65670 0.14713
O 0.99493 1.85134 0.93388
O -0.34374 0.42952 -0.57644
C -1.41510 -0.14640 0.20179
C -2.05180 0.85235 1.14762
C 2.01595 0.96948 -1.28871
H -1.04676 -1.02738 0.73076
H -2.14472 -0.48649 -0.53086
H -1.35535 1.14613 1.93346
H -2.93249 0.41691 1.61736
H -2.34832 1.74798 0.61404
H 2.04375 0.07113 -1.89743
H 3.01823 1.22755 -0.95571
H 1.57661 1.80001 -1.83402
O 6.47166 2.15316 -3.89532
S 6.38095 0.85404 -3.30429
O 5.14263 0.39494 -2.74934
O 7.52462 0.70480 -2.21224
C 7.61625 1.72326 -1.18917
C 6.55406 1.57692 -0.11785
C 6.98509 -0.35618 -4.42863
H 7.58299 2.70924 -1.65456
H 8.60662 1.59685 -0.75764
H 5.55989 1.77274 -0.51638
H 6.74044 2.28283 0.69127
H 6.55510 0.56582 0.28824
H 7.94218 -0.02449 -4.81972
H 6.25852 -0.44753 -5.23277
H 7.08311 -1.30288 -3.90368
O 6.23851 -4.66449 -4.94692
S 5.08351 -4.87298 -5.76643
O 4.86819 -4.05777 -6.92102
O 3.78600 -4.83244 -4.84860
C 3.58977 -3.67630 -4.00430
C 3.10223 -2.47325 -4.78607
C 4.97605 -6.56703 -6.22851
H 4.50950 -3.45648 -3.46034
H 2.84448 -3.98165 -3.27327
H 3.86795 -2.11315 -5.47160
H 2.84636 -1.65998 -4.10683
H 2.22626 -2.73043 -5.38098
H 5.10953 -7.18167 -5.34325
H 5.77188 -6.75157 -6.94597
H 4.00686 -6.74178 -6.68672
O 4.64663 5.66775 3.75427
S 4.72874 4.58075 4.68113
O 5.31049 3.33848 4.27824
O 3.28629 4.31988 5.29306
C 2.18842 4.12297 4.36977
C 2.18149 2.74425 3.74526
C 5.50209 5.12264 6.16656
H 2.21036 4.90588 3.61032
H 1.29097 4.27211 4.96720
H 3.03511 2.60310 3.08524
H 1.27902 2.60133 3.15854
H 2.23047 1.97539 4.51726
H 5.03874 6.05171 6.48486
H 6.55380 5.27832 5.93900
H 5.38997 4.34829 6.92004



Here is a molecular structure, C4H8O2 from the Open Molecules 2025 dataset. Energies are from wB97M-V/def2-TZVPD.

Calculated values
**Gap between HOMO and LUMO**: 9.70 eV
**LUMO**: 0.662 eV
**Multiplicity**: 1
**Energy**: -307.57902 hartree
**Charge**: 0
**Highest occupied orbital energy**: -9.03 eV

Positions of all 14 atoms, in Å:
C -0.50845 0.15452 -1.58789
C -0.71890 -0.50501 -0.22711
O -0.74689 -1.90074 -0.37593
C 0.32682 -0.07666 0.76712
O 0.86990 -0.97811 1.50867
C 0.90889 1.17720 1.06200
H -0.62029 1.24076 -1.52295
H -1.25539 -0.23205 -2.28647
H 0.48424 -0.07961 -1.98362
H -1.67805 -0.14843 0.18782
H -0.25666 -2.28284 0.36603
H 1.62220 0.01050 1.69333
H 0.68967 1.53322 2.07157
H 0.93274 1.98076 0.32849